No. 1
A molecular structure, C22H30N5OPPt at a distorted geometry, computed with the ωB97M-V functional and the def2-TZVPD basis.

Output
Frontier orbital gap: 8.90 eV
Net charge: +2
HOMO level: -14.15 eV
Relative energy (zero: lowest compared OMol25 entry of this formula, charge and spin): 0.8583 eV

Each line ends with the Löwdin charge.
CARTESIAN COORDINATES (ANGSTROEM)
Pt (0.4541, 0.5788, -0.0840)  0.94
N (1.0176, 2.5785, -0.0337)  -0.07
C (-0.0171, 3.6223, -0.0100)  -0.30
C (0.3408, 4.9600, -0.0301)  -0.01
C (-0.6635, 5.9127, 0.0168)  -0.03
C (-1.9978, 5.5238, 0.0894)  -0.03
C (-2.3350, 4.1825, 0.1058)  -0.04
C (-1.3335, 3.2139, 0.0459)  -0.30
P (-1.6633, 1.4313, -0.0266)  0.97
C (-2.5903, 1.1853, -1.5611)  -0.35
C (-3.9216, 1.5850, -1.6717)  -0.09
C (-4.5968, 1.4332, -2.8740)  -0.05
C (-3.9473, 0.8910, -3.9746)  -0.05
C (-2.6165, 0.5030, -3.8751)  -0.06
C (-1.9424, 0.6487, -2.6719)  -0.10
C (-2.7632, 1.1597, 1.3819)  -0.34
C (-3.8987, 0.3537, 1.3348)  -0.12
C (-4.6917, 0.2107, 2.4619)  -0.04
C (-4.3527, 0.8522, 3.6459)  -0.05
C (-3.2152, 1.6448, 3.7046)  -0.06
C (-2.4249, 1.7984, 2.5774)  -0.09
H (1.6266, 2.7507, -0.8324)  0.11
H (1.5881, 2.6820, 0.8053)  0.12
H (1.3813, 5.2595, -0.0744)  0.13
H (-0.4058, 6.9627, 0.0027)  0.12
H (-2.7750, 6.2743, 0.1317)  0.12
H (-3.3742, 3.8882, 0.1693)  0.12
H (-4.4435, 2.0072, -0.8230)  0.11
H (-5.6295, 1.7451, -2.9520)  0.12
H (-4.4740, 0.7809, -4.9132)  0.12
H (-2.1051, 0.0922, -4.7357)  0.12
H (-0.9040, 0.3478, -2.5957)  0.07
H (-4.1746, -0.1508, 0.4202)  0.07
H (-5.5816, -0.4026, 2.4147)  0.12
H (-4.9778, 0.7374, 4.5211)  0.12
H (-2.9489, 2.1505, 4.6227)  0.12
H (-1.5473, 2.4326, 2.6318)  0.11
N (2.5425, -0.0173, -0.2825)  -0.09
C (3.0279, -0.7468, 0.9284)  -0.22
C (2.3952, -2.1251, 1.0125)  -0.18
C (0.8850, -2.1088, 1.2023)  -0.22
N (0.1710, -1.4884, 0.0578)  -0.12
H (2.6687, -0.6149, -1.0970)  0.11
H (3.1440, 0.7847, -0.4490)  0.10
H (2.7653, -0.1531, 1.8049)  0.12
H (4.1143, -0.8307, 0.8920)  0.13
H (2.8425, -2.6562, 1.8527)  0.13
H (2.6501, -2.7010, 0.1152)  0.13
H (0.6117, -1.5503, 2.0978)  0.13
H (0.5277, -3.1326, 1.3244)  0.13
H (-0.8610, -1.6162, 0.2037)  0.04
H (0.4103, -1.9684, -0.8064)  0.11
N (-4.2015, -2.1793, -0.7446)  0.21
C (-3.3654, -2.3143, 0.3022)  -0.62
N (-3.5171, -3.3968, 1.0934)  0.20
O (-2.4860, -1.4588, 0.5329)  -0.09
H (-4.9279, -2.8405, -0.9549)  0.12
H (-4.0775, -1.3836, -1.3494)  0.10
H (-4.2843, -4.0375, 0.9871)  0.12
H (-3.0051, -3.4167, 1.9575)  0.12

Cartesian forces, eV/Å:
0.6 -0.1 0.0
0.0 -0.1 -0.2
-0.1 -0.1 0.0
0.0 0.0 0.0
0.0 0.0 0.0
0.0 0.0 0.0
0.0 0.0 0.0
0.1 0.0 -0.1
-0.3 -0.3 0.2
0.1 -0.1 0.1
-0.1 0.0 0.0
0.0 0.0 0.0
0.1 0.0 0.0
-0.1 0.0 0.0
0.0 0.0 0.0
0.1 0.2 0.2
-0.4 0.5 0.0
0.0 0.0 0.0
0.1 0.0 0.0
0.0 0.0 0.1
0.0 0.0 -0.1
0.0 0.1 0.0
0.1 0.1 -0.1
0.0 0.0 0.0
0.0 0.0 0.0
0.0 0.0 0.0
0.0 0.0 0.0
0.0 0.0 0.0
0.0 0.0 0.0
0.0 0.0 0.0
0.0 0.0 0.0
0.0 0.0 0.0
-0.2 0.5 0.2
0.0 0.0 0.0
0.0 0.0 0.0
0.0 0.0 0.0
0.0 0.0 0.0
-0.2 0.1 0.3
0.1 -0.1 0.0
-0.1 0.1 0.0
0.2 0.0 0.0
-1.0 0.5 0.0
0.0 0.0 0.0
0.0 0.0 0.0
0.0 0.0 0.0
0.0 0.0 0.0
0.0 0.0 0.0
0.0 0.0 0.0
0.0 0.0 0.0
0.0 0.0 0.0
0.4 0.0 -0.1
0.0 0.0 0.0
-0.1 0.0 -0.1
0.4 -0.1 0.0
-0.1 0.0 0.0
0.4 -1.1 -0.4
0.0 0.0 0.0
0.0 -0.1 -0.1
0.0 0.0 0.0
0.0 0.0 0.0


No. 2
7 unconnected molecules or ions with the total composition C22H30O21S at a distorted geometry, computed with the ωB97M-V functional and the def2-TZVPD basis.

Output
Frontier orbital gap: 9.57 eV
Net charge: 0
HOMO level: -9.40 eV
SMILES: O=C1C[C@H](S)[C@@H](O)O1.O=C1OCCO1.O=C1OCCO1.O=C1OCCO1.O=C1OCCO1.O=C1OCCO1.O=C1OCCO1

Each line ends with the Löwdin charge.
CARTESIAN COORDINATES (ANGSTROEM)
O (4.1375, -4.4973, 1.3573)  0.01
C (3.2993, -3.7206, 0.6603)  -0.21
C (1.9833, -4.1030, -0.2675)  -0.09
C (0.9404, -3.0205, 0.4662)  -0.53
S (-0.7807, -2.8121, -0.3235)  0.69
C (1.9633, -1.7265, 0.3976)  -0.34
O (1.4232, -0.6585, 1.2517)  -0.08
O (3.3333, -2.2232, 0.6001)  -0.03
H (2.1184, -3.9868, -1.4478)  0.15
H (1.5253, -5.1505, 0.0737)  0.14
H (0.7193, -3.5069, 1.5329)  0.14
H (-1.6180, -3.5469, 0.5737)  -0.10
H (1.8902, -1.3264, -0.7095)  0.17
H (0.5896, -0.2679, 0.8168)  0.13
C (3.4647, 1.0481, 2.6337)  -0.15
C (4.2640, 1.4836, 3.8188)  -0.13
O (4.7659, 2.7470, 3.4264)  0.04
C (3.9238, 3.2275, 2.4653)  -0.51
O (3.9587, 4.3644, 2.0248)  0.12
O (3.0377, 2.2705, 2.0624)  0.07
H (2.6069, 0.4307, 2.9140)  0.12
H (4.0685, 0.5061, 1.8983)  0.14
H (3.6476, 1.6107, 4.7150)  0.14
H (5.0822, 0.7944, 4.0450)  0.14
C (8.0360, 2.7449, 3.8494)  -0.14
C (9.3208, 3.4426, 3.5404)  -0.14
O (10.3025, 2.4797, 3.8740)  0.07
C (9.7008, 1.2566, 3.7978)  -0.51
O (10.2937, 0.1924, 3.8573)  0.13
O (8.3498, 1.3800, 3.6454)  0.06
H (7.2227, 3.0585, 3.1893)  0.13
H (7.7241, 2.8842, 4.8898)  0.13
H (9.4164, 3.6918, 2.4783)  0.14
H (9.4530, 4.3525, 4.1322)  0.11
C (-4.4753, -4.8332, -1.6997)  -0.13
C (-5.7350, -4.3896, -1.0293)  -0.14
O (-5.4927, -4.6693, 0.3364)  0.07
C (-4.1380, -4.6878, 0.5035)  -0.52
O (-3.5781, -4.7319, 1.5862)  0.12
O (-3.4920, -4.6496, -0.6985)  0.01
H (-4.2426, -4.2362, -2.5857)  0.14
H (-4.5009, -5.8914, -1.9800)  0.14
H (-5.9138, -3.3153, -1.1442)  0.11
H (-6.6117, -4.9361, -1.3876)  0.13
C (8.0795, 7.9612, 4.3461)  -0.14
C (7.4180, 8.3479, 5.6290)  -0.14
O (7.2733, 7.1136, 6.3055)  0.07
C (8.2187, 6.2696, 5.7980)  -0.51
O (8.4907, 5.1776, 6.2681)  0.13
O (8.8203, 6.8075, 4.6969)  0.05
H (8.7400, 8.7451, 3.9654)  0.14
H (7.3576, 7.6944, 3.5671)  0.14
H (8.0405, 9.0134, 6.2364)  0.14
H (6.4443, 8.8194, 5.4696)  0.14
C (-9.8669, -3.9345, -3.5810)  -0.13
C (-9.4508, -3.0800, -4.7340)  -0.14
O (-8.6263, -2.1002, -4.1321)  0.07
C (-8.1529, -2.6389, -2.9705)  -0.50
O (-7.2802, -2.1354, -2.2832)  0.12
O (-8.7827, -3.8146, -2.6793)  0.06
H (-10.0176, -4.9785, -3.8693)  0.14
H (-10.7750, -3.5653, -3.0930)  0.14
H (-8.8613, -3.6329, -5.4730)  0.14
H (-10.3035, -2.6144, -5.2359)  0.14
C (-9.8209, 0.1432, -7.7132)  -0.14
C (-8.5361, 0.8409, -8.0221)  -0.14
O (-7.5545, -0.1220, -7.6885)  0.07
C (-8.1562, -1.3450, -7.7647)  -0.52
O (-7.5632, -2.4093, -7.7052)  0.13
O (-9.5071, -1.2217, -7.9172)  0.05
H (-10.6343, 0.4568, -8.3732)  0.14
H (-10.1328, 0.2825, -6.6728)  0.13
H (-8.4406, 1.0901, -9.0842)  0.14
H (-8.4039, 1.7508, -7.4303)  0.14

Cartesian forces, eV/Å:
-5.6 5.9 -4.9
2.6 -2.8 2.0
-1.1 -0.7 2.0
1.7 -1.5 0.0
0.7 -0.6 1.2
-3.3 -0.3 -2.0
0.4 -0.6 -1.0
-1.7 -1.9 1.4
-0.1 -0.1 2.9
1.6 2.1 -1.2
0.8 1.6 -2.1
1.5 0.9 -0.9
0.4 -0.8 2.0
2.0 -1.2 0.6
-0.3 -1.2 0.0
0.3 -0.8 0.9
-0.4 0.7 -0.8
-0.1 2.0 -0.9
0.0 -2.4 1.0
0.6 1.1 0.2
0.2 0.3 -0.2
-0.1 0.0 0.1
0.0 0.0 -0.1
0.0 0.3 0.0
-1.0 0.7 0.1
0.1 1.2 -0.2
-0.2 -1.1 0.0
1.3 -2.1 0.1
-1.3 2.3 -0.1
1.0 -0.4 0.0
0.1 -0.2 0.1
0.1 0.0 -0.1
0.0 -0.1 0.0
0.1 -0.3 -0.1
0.0 -0.3 -1.2
-0.9 0.5 -0.6
1.3 -0.3 0.6
0.5 -0.1 1.9
-0.9 0.2 -2.3
-0.2 0.1 1.1
0.1 -0.1 0.2
0.0 0.1 0.0
0.0 -0.3 0.0
0.1 0.1 0.2
0.0 0.7 -1.0
-0.5 1.0 0.3
0.6 -0.9 -0.3
0.4 -2.1 1.1
-0.6 2.4 -1.1
-0.2 -0.6 0.8
0.0 -0.3 0.0
0.1 0.0 0.1
0.0 -0.1 -0.1
0.1 -0.2 0.2
-1.0 -0.7 0.0
-0.4 -0.2 -1.2
0.5 -0.1 1.1
1.6 1.1 1.1
-2.0 -1.0 -1.6
0.7 0.8 0.0
0.1 0.1 0.2
0.1 0.0 0.0
-0.1 0.1 0.0
0.2 0.1 0.1
-1.0 0.5 0.2
0.2 1.1 -0.2
-0.3 -1.1 0.0
1.4 -2.0 0.1
-1.4 2.3 -0.1
0.9 -0.4 0.0
0.1 -0.2 0.1
0.1 0.0 -0.1
0.0 0.0 0.1
0.1 -0.2 -0.1


No. 3
A molecular structure, C22H31AlBrClF6IKN4O4P at a distorted geometry, computed with the ωB97M-V functional and the def2-TZVPD basis.

Output
Frontier orbital gap: 1.08 eV
Net charge: +1
HOMO level: -8.89 eV

Each line ends with the Löwdin charge.
CARTESIAN COORDINATES (ANGSTROEM)
C (2.4579, -0.6015, 3.2699)  -0.42
C (2.8585, -2.0476, 2.5313)  -0.63
P (3.0786, -1.7311, 0.6244)  1.00
C (4.5081, -2.7747, -0.0948)  -0.42
C (5.9223, -2.0435, 0.3929)  -0.19
N (1.4924, -2.1469, -0.0751)  -0.37
C (0.8657, -3.4612, -0.4840)  -0.13
C (1.5815, -4.9368, -0.4101)  -0.09
C (1.1455, -5.8555, 0.8755)  -0.66
O (2.0391, -6.7289, 1.4139)  -0.13
I (-0.8515, -5.8524, 1.8308)  0.80
N (-0.5249, -3.0864, -0.9772)  0.13
C (-0.7625, -1.5952, -0.8809)  -0.13
C (-2.1928, -0.8396, -1.3079)  -0.27
C (-3.3403, -1.5381, -0.3135)  -0.12
C (-4.6080, -0.5498, 0.0131)  -0.11
C (-5.9816, -1.3732, 0.3645)  -0.17
F (-6.9673, -1.1314, -0.7548)  -0.02
F (-5.8240, -2.8479, 0.4476)  -0.02
C (-6.6996, -0.9075, 1.7881)  -0.16
F (-5.7549, -0.8470, 2.9346)  -0.20
F (-7.5329, 0.3172, 1.6175)  0.05
F (-7.6647, -2.0211, 2.1175)  -0.04
C (0.6170, -0.9302, -0.2968)  -0.21
C (0.9443, 0.6885, -0.0284)  -0.27
C (2.0957, 1.3433, -0.9899)  -0.04
C (2.3997, 2.9693, -0.7687)  0.02
C (1.5284, 3.7355, 0.4224)  0.01
C (0.4504, 2.8140, 1.2425)  -0.06
N (0.1291, 1.3605, 1.0374)  0.05
H (2.0525, -0.7566, 4.3609)  0.08
H (1.5615, -0.1757, 2.6364)  0.01
H (3.3257, 0.1896, 3.1880)  -0.03
H (3.8059, -2.5300, 3.0255)  0.03
H (1.9276, -2.7578, 2.7570)  -0.17
H (4.5398, -3.8900, 0.3099)  0.09
H (4.5097, -2.7261, -1.2855)  0.10
H (5.6310, -0.8989, 0.5626)  0.06
H (6.2581, -2.4446, 1.4421)  0.07
H (6.7772, -2.1227, -0.4139)  0.09
H (1.2148, -5.5281, -1.3796)  0.15
H (2.7615, -4.9115, -0.4968)  0.12
H (-1.2685, -3.7190, -1.3574)  0.16
H (-2.4629, -1.1002, -2.4380)  0.13
H (-2.1245, 0.3303, -1.1680)  0.02
H (-2.7780, -1.7075, 0.7262)  0.13
H (-3.6285, -2.5529, -0.8362)  0.12
H (-4.3118, 0.0564, 0.9966)  0.15
H (-4.8300, 0.2488, -0.8150)  0.10
H (2.6403, 0.6831, -1.8055)  0.11
H (3.1910, 3.4870, -1.4586)  0.08
H (1.7438, 4.8752, 0.5780)  0.10
H (-0.1521, 3.3719, 2.1103)  0.12
Cl (-6.0647, -2.3419, 4.4936)  0.28
C (4.9579, 6.2112, -0.2511)  -0.08
C (3.8710, 6.7009, -1.2244)  -0.45
O (3.4619, 5.6451, -1.9088)  -0.10
H (5.8164, 5.7778, -0.7794)  0.08
H (5.3312, 7.0539, 0.3425)  0.08
H (4.5717, 5.4621, 0.4517)  0.06
H (4.3321, 7.5359, -1.7747)  0.11
H (3.1403, 7.2337, -0.5960)  0.10
K (-0.6647, 0.5784, -2.3530)  0.90
C (-5.7412, 2.9064, -4.1152)  0.04
N (-4.4302, 2.4601, -3.5712)  -0.41
O (-4.4049, 1.3794, -2.9709)  0.02
O (-3.4638, 3.2074, -3.7623)  0.02
H (-6.4974, 2.1561, -3.8746)  0.10
H (-5.9840, 3.8625, -3.6471)  0.10
H (-5.6312, 3.0101, -5.1965)  0.10
Al (4.7353, -0.6183, 4.6732)  0.95
F (-3.6647, 1.1057, -1.0268)  -0.52
Br (0.5353, -2.1277, 2.3107)  0.57

Cartesian forces, eV/Å:
0.2 -0.3 -0.9
3.6 0.9 1.3
1.3 0.7 0.8
1.3 -1.3 -0.1
-1.0 1.0 0.4
-2.7 -1.7 -3.4
-1.6 4.2 -0.1
-0.9 0.0 -0.8
5.1 -4.6 3.0
-5.8 6.2 -4.0
1.5 0.2 -1.1
3.8 2.9 1.6
3.7 -0.4 1.3
-0.8 -2.5 1.6
0.7 0.4 0.2
-1.3 -1.6 1.8
0.2 -0.6 -1.3
2.5 -0.9 3.5
-0.5 3.9 -0.1
-3.4 -1.4 -0.1
-2.6 1.0 -4.0
3.4 -4.1 1.1
3.0 4.0 -0.8
-3.5 -3.7 -1.9
1.3 1.3 -0.2
-2.4 2.7 3.1
-3.1 -2.8 2.3
0.2 -4.8 -1.9
1.7 -0.2 -1.9
4.4 2.7 -3.2
0.9 0.3 -1.9
2.1 -0.3 1.5
-1.2 -1.0 0.2
-0.5 0.8 -0.7
3.1 -0.2 0.4
-0.1 2.2 -1.2
-0.4 -0.2 2.7
0.9 -2.3 -0.5
-0.5 0.6 -2.2
-1.9 0.0 1.8
0.6 1.2 2.1
-2.6 0.3 0.5
1.2 0.6 0.7
0.6 0.5 2.3
-2.1 -3.0 1.2
-1.3 -0.1 -2.3
0.4 2.0 1.3
-0.8 -1.3 -2.2
0.2 -1.7 1.5
-1.2 1.6 2.0
-1.7 -0.7 1.6
-0.7 -2.5 -0.1
1.3 -1.6 -2.2
0.0 -0.8 1.1
1.2 -0.4 1.0
0.1 0.9 0.3
-0.4 -0.2 -0.3
-0.3 0.1 0.0
-0.2 0.1 -0.1
-0.1 0.1 -0.3
0.3 -0.3 -0.7
-0.6 -0.5 0.2
2.2 2.8 -3.0
-0.3 0.1 0.2
0.1 -1.2 0.7
0.0 1.9 -3.1
-0.5 -0.9 0.2
0.3 0.1 0.0
0.1 -0.1 -0.2
0.1 0.1 0.2
-0.2 -0.3 -0.2
2.5 2.4 0.6
-8.9 -0.5 0.7


No. 4
A molecular structure, C22H31As2CuN6P, computed with the ωB97M-V functional and the def2-TZVPD basis.

Output
Frontier orbital gap: 7.87 eV
Net charge: +1
HOMO level: -9.84 eV

Each line ends with the Löwdin charge.
CARTESIAN COORDINATES (ANGSTROEM)
Cu (0.0572, 0.0318, 0.0381)  -0.04
C (-3.6389, -3.7434, 1.4374)  -0.02
N (-2.5281, -2.8266, 1.6522)  -0.13
C (-1.9984, -2.5431, 2.8801)  -0.04
C (-0.9802, -1.6542, 2.6639)  -0.10
N (-0.8738, -1.4034, 1.3336)  -0.01
C (-1.8278, -2.1001, 0.7314)  -0.45
P (-2.4895, -1.8498, -0.9479)  1.18
C (-2.8311, -0.0719, -0.7176)  -0.45
N (-1.9559, 0.7994, -0.2548)  0.02
C (-2.5700, 2.0166, -0.2841)  -0.10
C (-3.8374, 1.8761, -0.7760)  -0.04
N (-3.9960, 0.5458, -1.0486)  -0.12
C (-5.1909, -0.0761, -1.5987)  -0.02
C (-1.0704, -1.5835, -2.0581)  -0.46
N (-0.1295, -0.6552, -1.9346)  -0.01
C (0.5837, -0.6621, -3.0896)  -0.12
C (0.0733, -1.6134, -3.9333)  -0.04
N (-0.9743, -2.1908, -3.2723)  -0.12
C (-1.8040, -3.2703, -3.7900)  -0.02
H (-4.5306, -3.3745, 1.9412)  0.10
H (-3.3825, -4.7252, 1.8300)  0.10
H (-3.8402, -3.8301, 0.3739)  0.05
H (-2.3740, -2.9958, 3.7813)  0.13
H (-0.3018, -1.2218, 3.3805)  0.11
H (-2.0753, 2.9133, 0.0476)  0.11
H (-4.6260, 2.5883, -0.9453)  0.12
H (-5.9548, 0.6876, -1.7127)  0.09
H (-5.5621, -0.8486, -0.9282)  0.09
H (-4.9823, -0.5128, -2.5737)  0.09
H (1.4135, 0.0045, -3.2526)  0.11
H (0.3533, -1.9115, -4.9285)  0.13
H (-1.5091, -3.4658, -4.8169)  0.09
H (-2.8540, -2.9873, -3.7710)  0.08
H (-1.6634, -4.1765, -3.2041)  0.09
C (3.2046, 2.3604, 0.2042)  -0.28
As (1.8729, 1.1819, 0.9958)  1.13
C (1.2592, 2.3103, 2.4614)  -0.28
C (3.0254, -0.0709, 1.9659)  -0.40
C (3.8156, 0.4091, 3.0086)  -0.11
C (4.5792, -0.4512, 3.7812)  -0.07
C (4.5557, -1.8113, 3.5152)  -0.07
C (3.8006, -2.2962, 2.4583)  -0.11
C (3.0428, -1.4406, 1.6618)  -0.41
As (2.0605, -2.0874, 0.0900)  1.14
C (2.3135, -4.0276, 0.2604)  -0.32
C (3.4927, -1.8073, -1.2285)  -0.30
H (3.7832, 2.8419, 0.9912)  0.03
H (2.7142, 3.1193, -0.4030)  0.03
H (3.8736, 1.7781, -0.4271)  0.02
H (2.0729, 2.6191, 3.1135)  0.02
H (0.5138, 1.7671, 3.0393)  0.02
H (0.7913, 3.1957, 2.0317)  0.03
H (3.8365, 1.4680, 3.2357)  0.09
H (5.1826, -0.0612, 4.5903)  0.11
H (5.1360, -2.4950, 4.1212)  0.11
H (3.8159, -3.3582, 2.2518)  0.08
H (3.3598, -4.3130, 0.3652)  0.02
H (1.9208, -4.4775, -0.6517)  0.02
H (1.7437, -4.4096, 1.1071)  0.02
H (4.4422, -2.1979, -0.8646)  0.03
H (3.5987, -0.7416, -1.4355)  0.01
H (3.2186, -2.3094, -2.1564)  0.02

Cartesian forces, eV/Å:
0.3 0.3 0.1
0.0 0.0 0.0
0.0 0.1 0.1
0.1 0.0 -0.1
0.1 -0.3 0.1
-0.4 0.2 -0.4
0.1 -0.1 0.2
-0.1 0.2 0.0
-0.2 0.0 -0.1
-0.1 0.2 0.1
0.0 0.0 0.0
0.0 0.0 0.0
0.0 0.0 0.0
0.0 0.0 0.0
0.2 0.0 0.0
-0.3 -0.3 0.0
0.0 -0.2 -0.1
0.0 0.1 0.1
0.1 0.0 -0.1
0.0 0.0 0.0
0.0 0.0 0.0
0.0 0.0 0.0
0.0 0.0 0.0
0.0 0.0 0.0
0.0 0.0 0.0
0.0 0.0 0.0
0.0 0.0 0.0
0.0 0.0 0.0
0.0 0.0 0.0
0.0 0.0 0.0
0.0 0.0 0.0
0.0 0.0 0.0
0.0 0.0 0.0
0.0 0.0 0.0
0.0 0.0 0.0
0.0 0.0 -0.1
-0.1 -0.1 0.2
0.0 0.0 -0.1
0.0 0.0 0.0
0.0 0.0 0.0
0.0 0.0 0.0
0.0 0.0 0.0
0.0 0.0 0.0
0.0 0.1 0.0
0.2 -0.3 -0.1
0.0 0.0 0.1
0.0 0.1 0.1
0.0 0.0 0.0
0.0 0.0 0.0
0.0 0.0 0.0
0.0 0.0 0.0
0.0 0.0 0.0
0.0 0.0 0.0
0.0 0.0 0.0
0.0 0.0 0.0
0.0 0.0 0.0
0.0 0.0 0.0
0.0 0.0 0.0
0.0 0.0 0.0
0.0 0.0 0.0
0.0 0.0 0.0
0.0 0.0 0.0
0.0 0.0 0.0


- Which of these has the lowest frontier orbital gap?
  C22H31AlBrClF6IKN4O4P


- The highest HOMO level belongs to which entry?
  C22H31AlBrClF6IKN4O4P